No. 1
The following is a quantum chemistry calculation of 2 unconnected molecules or ions with the total composition C3H12NOS, from OMol25.

## Properties
- E_LUMO: -3.369 eV
- HOMO-LUMO gap: 9.49 eV
- Molar mass: 110.202 g mol⁻¹
- Max |F|: 0.29 eV/A
- E: -17671.7412 eV

Geometry as ORCA input:
```
! wB97M-V def2-TZVPD RIJCOSX def2/J DEFGRID3
* xyz 1 1
C -0.85276 0.19094 2.89601
O -1.10280 0.28787 1.47379
H 0.19008 0.40894 3.12636
H -1.51660 0.86681 3.43599
H -1.06644 -0.82703 3.18205
H -1.03806 1.21660 1.22342
C 1.08311 -0.27621 -1.02545
C 0.05946 0.30669 -1.96962
S 0.91773 1.53282 -3.00518
N 0.43972 -1.29229 -0.12870
H 1.50936 0.49920 -0.39629
H 1.88358 -0.75333 -1.58161
H -0.74991 0.79344 -1.43147
H -0.38344 -0.46796 -2.58823
H -0.19527 2.08744 -3.48968
H 1.11727 -1.74330 0.48589
H -0.01463 -2.02071 -0.68006
H -0.28039 -0.80991 0.47278
*
```

=====

No. 2
The following is a quantum chemistry calculation of 2 unconnected molecules or ions with the total composition C3H12NP2, from OMol25.

## Properties
- E_LUMO (alpha / beta): -4.750 / -4.976 eV
- HOMO-LUMO gap (alpha / beta): 8.13 / 7.40 eV
- Molar mass: 124.084 g mol⁻¹
- Max |F|: 3.75 eV/A
- E: -23360.8975 eV

Geometry as ORCA input:
```
! wB97M-V def2-TZVPD RIJCOSX def2/J DEFGRID3
* xyz 1 1
C -1.33925 -0.47279 -0.64473
C -0.00191 -0.65162 1.44452
C 0.66469 0.94463 -0.24849
N -0.43637 0.26943 0.31074
P 2.65292 -1.31622 -1.23666
P -1.64896 1.69864 1.23474
H -1.78343 0.05165 -1.45914
H -0.75260 -1.24554 -0.92486
H -2.03316 -0.82854 -0.01559
H 0.40215 -1.53305 1.05179
H 0.65960 -0.19790 2.10505
H -0.83720 -0.97981 2.06494
H 1.70738 1.13712 0.14092
H 0.50522 1.12531 -1.25002
H 3.08760 -1.19942 -2.54246
H 3.16110 -0.15029 -0.67934
H -1.93291 2.32788 0.07835
H -2.58823 0.65350 1.03728
*
```

=====

No. 3
The following is a quantum chemistry calculation of 2 unconnected molecules or ions with the total composition C3H12NSi, from OMol25.

## Properties
- E_LUMO: -4.809 eV
- HOMO-LUMO gap: 9.77 eV
- Molar mass: 90.222 g mol⁻¹
- Max |F|: 3.71 eV/A
- E: -12663.3224 eV

Geometry as ORCA input:
```
! wB97M-V def2-TZVPD RIJCOSX def2/J DEFGRID3
* xyz 1 1
C 1.73512 -1.10794 -0.36254
C 0.14824 -0.04585 0.89520
C -0.35307 -2.31213 0.09275
N 0.38369 -1.08563 0.18679
Si -1.45106 3.07421 -0.41003
H 2.55213 -0.80522 0.23825
H 2.12423 -2.08518 -0.52795
H 1.74312 -0.64813 -1.26343
H -2.55087 3.50381 0.43505
H -0.84566 -0.05116 1.28852
H 0.85467 0.69985 1.05284
H -1.32611 -2.10988 0.36180
H 0.35116 -2.91548 0.83652
H -0.12573 3.99647 -0.14901
H -0.48340 -2.76203 -0.92299
H -2.02190 2.97862 -1.76902
H -0.73457 1.67568 0.01725
*
```

=====

No. 4
The following is a quantum chemistry calculation of C3H12O2Si2 in the gas phase, from OMol25.

## Properties
- E_LUMO: 0.646 eV
- HOMO-LUMO gap: 10.67 eV
- SMILES string: C[SiH2]O[Si](C)(C)O
- Molar mass: 136.299 g mol⁻¹
- Max |F|: 5.39 eV/A
- E: -23158.6241 eV

Geometry as ORCA input:
```
! wB97M-V def2-TZVPD RIJCOSX def2/J DEFGRID3
* xyz 0 1
C 2.80482 0.22376 -1.01618
C -1.56811 1.77642 0.70430
C -2.09698 -0.92280 -0.98458
O -1.75519 -1.05575 1.75109
O 0.48952 -0.26488 0.41273
Si 2.03452 -0.52475 0.57207
Si -1.38379 -0.09294 0.49305
H 1.96441 0.57033 -1.65928
H 3.69174 1.05081 -0.92225
H 3.16166 -0.54554 -1.66957
H -2.02935 2.10726 -0.20849
H -2.09717 2.35363 1.46693
H -0.54534 2.11071 0.61655
H -1.14482 -1.38311 -1.52710
H -2.81491 -1.70910 -0.82082
H -2.49888 -0.25404 -1.79695
H -1.06230 -1.63941 2.11133
H 2.83184 0.22642 1.64544
H 2.01832 -2.02703 0.83173
*
```

=====

No. 5
The following is a quantum chemistry calculation of 3 unconnected molecules or ions with the total composition C3H12O3S, from OMol25.

## Properties
- E_LUMO: 0.397 eV
- HOMO-LUMO gap: 9.26 eV
- SMILES string: OCCCS.O.O
- Molar mass: 128.193 g mol⁻¹
- Max |F|: 0.89 eV/A
- E: -20283.2349 eV

Geometry as ORCA input:
```
! wB97M-V def2-TZVPD RIJCOSX def2/J DEFGRID3
* xyz 0 1
C -1.54346 0.44640 -1.63096
O -2.38159 -0.46482 -0.94516
C -0.14556 0.47702 -1.03024
C 0.49873 -0.90111 -1.15745
S 2.20447 -0.89653 -0.47765
H -1.97249 1.44400 -1.64803
H -1.49073 0.09516 -2.66521
H -2.18688 -0.39009 -0.00007
H -0.16195 0.84314 -0.00202
H 0.48234 1.10663 -1.65735
H -0.11103 -1.68961 -0.72829
H 0.67674 -1.13142 -2.21084
H 2.03813 -1.58544 0.65606
H -0.81299 0.44509 2.47010
H -2.18725 -0.29855 2.46741
O -1.36723 -0.17631 1.96312
H 0.86167 2.83080 2.25412
H 1.60155 1.62042 2.78334
O 0.70732 1.98825 2.69420
*
```

=====

No. 6
The following is a quantum chemistry calculation of 4 unconnected molecules or ions with the total composition C3H12O4, from OMol25.

## Properties
- E_LUMO: 0.604 eV
- HOMO-LUMO gap: 10.61 eV
- SMILES string: CCC=O.O.O.O
- Molar mass: 112.125 g mol⁻¹
- Max |F|: 4.56 eV/A
- E: -11494.5486 eV

Geometry as ORCA input:
```
! wB97M-V def2-TZVPD RIJCOSX def2/J DEFGRID3
* xyz 0 1
O -1.54542 0.50063 1.45209
C -0.46169 -0.11915 1.29785
C -0.26269 -1.34976 0.52246
C 0.84439 -1.39667 -0.51140
H 0.43335 0.01828 2.10260
H -1.17964 -1.56252 -0.06479
H -0.13176 -2.25292 1.17215
H 1.66133 -2.10003 -0.33970
H 1.41037 -0.34406 -0.52312
H 0.45266 -1.61035 -1.56459
H -0.66166 2.47407 -0.59479
H -0.44573 1.14289 -1.32655
O -0.05115 1.70245 -0.63525
H 1.64257 1.31626 0.41084
H 3.04597 1.85234 0.81015
O 2.30062 1.35544 1.14126
H -2.93858 0.02256 -1.64940
H -2.07395 0.24479 -0.35239
O -2.03898 0.10575 -1.34742
*
```

=====

What energy above the lowest of the compared OMol25 structures with the same formula, charge and spin values result from the calculations? In sequence: 68.6, 340.0, 350.1, 44.9, 14.4, 117.1 kJ/mol.